A molecular structure, CH2ClNO3S2 at a distorted geometry. Source: the OMol25 dataset; level of theory: ωB97M-V/def2-TZVPD.

```
10
Properties=species:S:1:pos:R:3:forces:R:3:nbo_charge:R:1
Cl -2.048 -1.025 -0.998 -0.9 -0.8 -0.1 0.141
S -0.201 1.061 0.386 -2.1 -0.2 -0.7 2.042
S 0.749 -1.030 -1.094 0.3 0.5 1.3 1.409
O -1.441 1.111 1.144 1.2 -0.1 -0.9 -0.835
O 0.548 2.248 0.213 0.6 0.1 -0.1 -0.789
O 1.804 -0.029 -1.305 -0.1 -0.5 -0.8 -0.926
N -0.692 -0.255 -1.620 1.5 1.7 2.1 -0.790
C 0.497 -0.644 0.751 -2.2 1.3 -2.5 -0.771
H 1.288 -0.594 1.428 1.4 -0.4 1.0 0.258
H -0.505 -0.841 1.096 0.1 -1.6 0.8 0.262
```
Positions in Å, forces in eV/Å.

Calculated values
Gap between HOMO and LUMO (spin up / spin down) in eV: 7.8 / 7.8
HOMO (spin up / spin down) in eV: -9.83 / -9.83
Lowest unoccupied orbital energy (spin up / spin down) in eV: -2.02 / -2.02
DFT total energy in eV: -42889.2608